Record 1
The following is a quantum chemistry calculation of a cluster of 3 separate species, C4H13N4 in total, from the Open Molecules 2025 dataset.

```
! wB97M-V def2-TZVPD RIJCOSX def2/J DEFGRID3
* xyz 1 1
C -0.859 1.436 0.123
C -1.772 0.167 0.220
C 1.469 1.442 -0.593
C 1.460 -1.376 -0.459
N -0.818 -0.925 0.435
N 0.465 0.801 -0.123
N -2.547 -0.136 -0.914
N 0.478 -0.515 0.205
H -1.171 2.014 -0.735
H -0.911 1.953 1.082
H -2.673 0.433 0.892
H 2.296 0.854 -0.974
H 1.338 2.509 -0.843
H 2.429 -0.552 2.505
H 1.611 -0.968 -1.413
H 2.404 -1.398 0.068
H 1.222 -2.352 -0.375
H -1.014 -1.418 1.255
H -1.974 -0.464 -1.717
H -3.226 -0.784 -0.624
H 1.794 -0.721 1.984
*
```

## Properties
ΔE to the lowest compared entry with this formula, charge and spin ... 581.4 kJ/mol
E_LUMO (spin up / spin down) ... -0.1556 / -0.1555 Ha
Maximum force ... 3.54 eV/A

***

Record 2
The following is a quantum chemistry calculation of an isolated molecule of C4H6O, from the Open Molecules 2025 dataset.

```
! wB97M-V def2-TZVPD RIJCOSX def2/J DEFGRID3
* xyz 0 1
C -0.592 -0.960 0.028
C -0.809 0.091 0.784
C 0.153 1.170 0.401
O 1.007 0.651 -0.662
C 0.690 -0.740 -0.901
H -1.093 -1.976 0.066
H -1.811 0.460 1.275
H 0.753 1.462 1.270
H -0.204 2.140 0.005
H 0.468 -0.933 -1.886
H 1.438 -1.365 -0.379
*
```

## Properties
ΔE to the lowest compared entry with this formula, charge and spin ... 115.1 kJ/mol
E_LUMO ... 0.0410 Ha
Maximum force ... 5.67 eV/A
SMILES ... C1=CCOC1

***

Record 3
The following is a quantum chemistry calculation of a structure of composition C16H23BCrN5OS2, from the Open Molecules 2025 dataset.

```
! wB97M-V def2-TZVPD RIJCOSX def2/J DEFGRID3
* xyz -1 5
Cr 0.728 0.221 -0.174
C -0.839 2.575 2.462
N 0.528 2.102 2.350
C 1.638 2.892 2.136
C 2.682 2.055 1.957
N 2.213 0.757 2.039
B 3.184 -0.491 2.133
N 2.658 -1.655 1.243
C 2.431 -2.926 1.689
C 1.869 -3.644 0.688
N 1.722 -2.793 -0.379
C 1.234 -3.139 -1.695
C 2.216 -1.558 -0.049
S 2.731 -0.376 -1.227
C 0.881 0.795 2.312
S -0.141 -0.546 2.544
H -0.821 3.591 2.855
H -1.384 1.917 3.133
H -1.306 2.548 1.477
H 1.575 3.964 2.074
H 3.715 2.253 1.734
H 4.269 -0.100 1.758
H 3.205 -0.894 3.278
H 2.628 -3.202 2.709
H 1.510 -4.658 0.666
H 0.748 -4.111 -1.631
H 2.059 -3.175 -2.408
H 0.504 -2.401 -2.022
C -2.004 -3.719 -0.089
C -2.327 -2.269 0.192
O -1.533 -1.466 -0.654
H -2.697 -4.384 0.431
H -0.992 -3.956 0.247
H -2.072 -3.927 -1.159
H -2.113 -2.037 1.241
H -3.394 -2.080 0.022
H -1.640 -0.510 -0.477
N -0.623 1.265 -0.810
C -1.273 2.055 -1.690
C -1.713 1.555 -2.944
C -2.399 2.352 -3.842
C -2.700 3.683 -3.552
C -2.267 4.195 -2.333
C -1.564 3.416 -1.428
H -1.497 0.519 -3.177
H -2.711 1.917 -4.786
H -3.243 4.301 -4.256
H -2.466 5.232 -2.082
H -1.208 3.856 -0.503
*
```

## Properties
ΔE to the lowest compared entry with this formula, charge and spin ... 50.3 kJ/mol
<S²> ... 6.2452
E_LUMO (spin up / spin down) ... 0.1072 / 0.1066 Ha
Maximum force ... 1.12 eV/A

***

Q: Which of these has the highest maximum force?
A: C4H6O